118
Properties=species:S:1:pos:R:3 method="wB97M-V/def2-TZVPD" orbital_gap_ha="0.274 / 0.279" s2=0.75 e_homo_ev="-11.974 / -12.122" spin_multiplicity=2 lumo_energy_ev="-4.525 / -4.519" total_charge=+2
Ti 11.450 11.919 16.300
C 14.810 8.615 16.537
N 15.442 9.873 16.770
C 16.880 9.880 16.990
C 14.723 11.010 16.713
O 13.504 11.034 16.524
C 15.485 12.360 16.746
O 14.608 13.456 16.983
C 14.273 13.609 18.343
C 13.231 12.699 18.931
O 12.150 12.606 18.237
N 13.428 11.997 20.047
C 12.453 10.954 20.428
C 14.604 12.169 20.954
H 14.822 7.993 17.410
H 13.766 8.633 16.190
H 15.389 8.083 15.746
H 17.381 10.407 16.146
H 17.157 10.286 17.998
H 17.209 8.850 16.977
H 16.345 12.393 17.428
H 15.811 12.484 15.734
H 15.191 13.441 18.919
H 13.880 14.609 18.433
H 11.844 10.640 19.601
H 12.960 10.120 20.853
H 11.716 11.354 21.154
H 14.359 11.899 22.004
H 15.383 11.465 20.726
H 14.974 13.187 20.945
C 7.071 12.208 16.447
O 7.471 13.432 17.089
C 8.770 13.597 17.295
O 9.582 12.738 16.980
N 9.076 14.753 17.930
N 10.399 15.147 18.115
H 6.163 12.451 15.901
H 6.938 11.386 17.150
H 7.826 11.931 15.731
H 8.368 15.377 18.261
H 10.803 15.161 17.191
H 10.817 14.454 18.726
N 11.449 11.155 14.415
S 11.351 10.964 12.938
N 11.512 12.210 11.904
S 12.585 13.329 11.968
N 12.547 14.325 13.121
S 11.405 14.573 14.251
N 11.469 13.759 15.456
C 11.665 16.239 14.655
C 12.875 16.871 14.483
C 13.032 18.223 14.918
C 12.014 18.819 15.628
C 10.804 18.148 15.805
C 10.608 16.893 15.329
C 9.872 14.544 13.287
C 8.892 13.631 13.585
C 7.762 13.585 12.814
C 7.591 14.448 11.761
C 8.546 15.450 11.512
C 9.687 15.465 12.279
C 12.433 14.156 10.440
C 11.861 13.509 9.345
C 11.794 14.204 8.151
C 12.377 15.470 7.957
C 12.842 16.122 9.083
C 12.841 15.467 10.330
C 14.247 12.724 11.932
C 14.521 11.908 10.820
C 15.841 11.437 10.669
C 16.752 11.781 11.645
C 16.427 12.505 12.758
C 15.139 12.991 12.934
C 9.669 10.453 12.527
C 9.171 10.700 11.281
C 7.850 10.273 11.071
C 7.150 9.525 11.995
C 7.792 9.182 13.203
C 9.059 9.644 13.481
C 12.413 9.692 12.340
C 12.431 9.139 11.035
C 13.306 8.107 10.736
C 14.122 7.531 11.734
C 14.087 8.095 13.010
C 13.235 9.141 13.326
H 13.717 16.413 14.058
H 14.023 18.696 14.706
H 12.087 19.864 15.949
H 10.029 18.734 16.247
H 9.667 16.400 15.425
H 9.013 13.008 14.456
H 7.000 12.857 13.058
H 6.742 14.333 11.106
H 8.394 16.120 10.667
H 10.407 16.197 11.982
H 11.537 12.468 9.487
H 11.273 13.744 7.303
H 12.315 15.922 6.980
H 13.298 17.100 9.039
H 13.139 16.010 11.188
H 13.807 11.662 10.062
H 16.134 10.907 9.790
H 17.760 11.452 11.539
H 17.220 12.745 13.451
H 14.864 13.530 13.832
H 9.657 11.329 10.519
H 7.423 10.582 10.095
H 6.151 9.173 11.816
H 7.262 8.591 13.917
H 9.535 9.378 14.422
H 11.785 9.528 10.257
H 13.333 7.740 9.723
H 14.847 6.795 11.445
H 14.681 7.665 13.816
H 13.218 9.606 14.302
Se 10.227 9.723 17.184
C 11.091 8.479 16.197
N 11.686 7.676 15.596